Entry from the OMol25 dataset: a cluster of 5 separate species, C30H41N4 in total (ωB97M-V/def2-TZVPD).

XYZ file:
```
75
Properties=species:S:1:pos:R:3:mulliken_charge:R:1
H -1.573 -4.947 -1.374 0.148
H 6.353 -0.877 3.461 0.340
H -3.929 7.878 2.163 0.346
C -5.594 -3.812 -2.911 -0.693
C -0.612 5.136 -2.396 -0.370
C 1.255 3.287 -1.666 -0.323
H -2.197 -3.759 0.805 0.215
C 0.142 -3.526 -2.111 -0.482
H 1.426 -0.105 -0.752 0.081
C 5.622 2.427 3.710 -0.433
H -1.491 -0.143 1.489 0.230
H 3.873 -0.917 3.162 0.325
C -2.442 5.469 4.033 -0.449
H 0.038 2.891 0.063 0.304
H 0.475 1.159 1.785 -0.112
H -0.780 -0.373 -0.314 0.235
C -2.075 6.879 1.727 -0.155
H 2.026 2.564 -1.415 0.536
C -6.357 -6.082 -2.746 -0.458
C 4.259 -3.005 -2.677 -0.912
C 1.746 -3.730 -1.801 -0.517
C 6.396 1.272 3.683 -0.146
C 4.402 0.019 3.322 -0.045
H -7.624 -4.427 -3.287 0.358
H 0.618 -2.587 0.761 0.027
C -0.746 -4.237 -0.887 -0.673
C -5.065 -6.437 -2.392 -0.231
C -6.623 -4.743 -3.008 -0.111
C -0.796 4.415 -1.221 -0.385
H -0.179 -4.127 -3.092 0.303
C -3.208 7.135 2.483 -0.445
H 2.802 -0.474 0.469 -0.106
H -4.808 -7.469 -2.174 0.368
H 2.791 -1.693 -1.525 -0.394
H -0.038 -4.918 -0.230 0.374
H 4.698 -2.527 -3.676 0.231
H -4.268 6.585 4.276 0.349
H 4.313 -4.179 -2.672 0.259
C -0.613 -0.621 0.840 -0.548
H -5.769 -2.760 -3.109 0.350
H -0.570 4.563 3.464 0.408
H 4.950 -2.582 -1.800 0.238
H -3.496 -3.576 -2.467 0.276
H 1.886 -3.817 -0.621 0.176
C 4.252 2.303 3.540 -0.236
N -1.135 5.970 2.066 -0.430
H 2.255 -2.013 -3.375 0.321
C -3.392 6.413 3.658 -0.129
N -4.045 -5.557 -2.291 -0.305
H -1.334 5.880 -2.716 0.350
N 3.624 1.123 3.345 -0.237
N 1.460 3.971 -2.813 -0.572
H 6.074 3.401 3.860 0.336
H 2.145 -4.705 -2.325 0.298
C 2.694 -2.494 -2.388 0.167
H 1.293 -0.557 2.273 0.153
H -0.191 -2.406 -2.239 0.299
H -7.137 -6.832 -2.814 0.342
H -1.888 7.413 0.800 0.371
H -2.252 -2.443 -0.603 0.218
H 3.605 3.174 3.556 0.337
H 7.473 1.330 3.814 0.340
C -0.492 -2.251 0.997 -0.303
C -4.334 -4.263 -2.553 0.072
H -0.665 -2.526 2.145 0.295
C 1.928 0.304 0.249 -0.666
H -2.557 4.889 4.942 0.345
H 0.707 5.415 -4.079 0.345
C -1.530 -3.111 0.056 -0.336
C 0.520 4.880 -3.152 -0.261
C 0.785 0.077 1.423 -0.127
C -1.340 5.286 3.213 -0.200
C 5.778 0.042 3.486 -0.583
H -1.673 4.587 -0.603 0.369
C 0.153 3.470 -0.846 -0.064
```

- Net charge: -1
- Lowest unoccupied orbital energy: 2.41 eV
- HOMO level: -1.53 eV
- Kohn-Sham gap: 0.145 hartree
- DFT total energy: -37728.164 eV

***

Entry from the OMol25 dataset: a structure of composition C42H70AsCl2N2O3PPdSi3 (ωB97M-V/def2-TZVPD).

XYZ file:
```
125
Properties=species:S:1:pos:R:3:mulliken_charge:R:1
H -4.734 3.385 -1.308 0.513
C -2.879 -2.955 -3.317 -0.456
As -0.433 2.435 -0.209 0.067
H -2.185 0.031 5.981 0.084
C 2.708 -5.617 -1.352 -0.775
C 2.102 1.629 -2.261 -1.263
H -5.713 -1.426 5.394 0.389
H -0.094 0.485 6.079 0.382
N -3.858 0.467 -3.094 -0.837
C 1.782 -3.859 -0.019 0.380
C 1.825 4.970 -0.504 -1.292
H -5.136 -2.368 2.863 0.484
H -0.846 4.859 2.295 0.176
O -0.149 -1.281 -0.466 -0.945
H 0.454 4.418 -3.225 0.281
H -3.074 -1.316 2.075 -0.744
C -3.220 -1.424 3.151 0.000
C 0.488 -4.210 -0.384 -0.230
H -1.343 0.748 -4.050 0.341
H -2.833 -2.344 5.649 0.119
C 1.852 1.287 5.644 -0.413
N -0.937 -5.692 -1.727 -0.038
C -0.686 -3.537 0.255 -0.536
H 3.078 -2.718 2.626 0.664
C -4.694 -1.593 3.493 -0.863
C -3.599 -1.579 5.788 -0.662
H -0.235 -4.116 4.911 0.387
C -2.685 -0.185 3.872 0.736
C 1.612 3.276 4.088 -0.921
C -1.045 -2.119 -0.219 1.349
H 1.497 1.522 2.858 0.067
H -1.059 3.733 -3.801 0.294
H 1.277 -6.797 -2.425 0.452
C -1.036 6.106 -1.228 -1.395
H 1.918 -3.035 0.662 0.436
C 0.218 -2.000 5.020 -1.010
C -0.378 0.543 -3.589 -0.949
H 1.224 -1.461 1.818 -0.652
H 3.560 -6.178 -1.708 0.377
H 2.321 4.169 0.041 0.320
H 2.615 1.548 -3.215 0.434
H 0.755 5.556 2.178 0.378
O -2.264 -1.854 -0.271 -0.799
C 1.433 -5.972 -1.745 -0.711
H 0.335 0.371 -4.392 0.723
C 2.337 -2.493 3.393 -1.397
H 0.310 2.743 2.450 -1.883
C 2.883 -4.540 -0.498 -1.308
H -0.693 -1.905 5.609 0.297
H 2.218 0.682 -1.737 0.224
H -1.098 2.231 4.255 0.494
O -0.995 0.369 1.859 0.196
H 0.442 3.324 -4.599 0.405
C -4.138 -3.522 -3.331 -0.691
H -5.272 -5.311 -2.959 0.429
H 1.159 -3.718 5.905 0.472
H -0.456 -0.392 -3.026 -0.342
Si 0.223 1.990 -2.488 1.221
H -0.497 -3.430 1.328 -0.581
H 2.881 -2.139 4.273 0.401
C 0.323 -5.258 -1.301 0.390
H -2.280 2.940 2.420 -0.118
H -2.887 4.317 1.509 0.484
C 1.572 -3.756 3.780 -0.222
C -4.848 -1.947 4.981 -0.890
Cl -3.435 -7.174 -1.905 -0.271
C 0.812 2.253 3.292 1.712
H -0.592 -2.222 3.065 -1.305
C -1.945 -4.958 -2.298 -0.731
H -0.408 6.950 -1.493 0.426
Si -0.057 4.865 -0.124 0.962
C -0.223 1.568 4.194 0.840
H 2.639 3.273 5.989 0.348
H -4.945 0.725 -0.476 0.623
C 1.386 -1.398 2.895 1.281
H 2.237 3.855 3.408 0.360
H 3.472 2.368 4.732 0.359
C -4.307 -4.830 -2.908 -0.628
H 0.029 2.228 6.230 0.629
C 0.029 -1.490 3.598 2.908
H -4.989 1.099 1.243 0.544
C -3.226 -5.522 -2.405 0.761
H 2.275 -4.549 4.038 0.599
H -2.683 -2.322 3.458 0.144
H -1.383 5.650 -2.146 0.367
H -3.844 -1.555 6.853 0.562
H -5.215 -0.659 3.273 0.269
H -3.377 4.461 -1.026 0.308
C -3.052 3.267 1.728 -1.090
C -3.653 3.437 -1.257 -1.318
H -1.594 -4.133 0.140 0.710
H 0.994 -1.418 5.514 0.275
C -0.006 3.525 -3.632 -1.232
Pd -1.614 0.373 -0.779 0.145
H -1.040 -6.693 -1.813 0.383
H -4.975 -2.957 -3.702 0.462
H -3.876 -0.119 0.616 -0.062
H 2.032 4.833 -1.559 0.320
H -5.030 -3.017 5.088 0.334
H -3.277 3.199 -2.249 0.285
H -4.009 3.181 2.231 0.471
H 3.877 -4.250 -0.188 0.465
H -3.814 0.534 5.567 0.464
H 2.595 2.397 -1.672 0.298
H 1.841 -0.425 3.083 -0.677
C -3.048 -0.218 5.364 -0.710
H 0.920 3.971 4.565 0.424
H -2.730 -1.953 -3.687 0.445
C 2.487 2.592 5.149 -1.255
P -0.930 0.072 3.313 -1.364
H 0.997 -4.112 2.924 -0.095
Si -2.995 2.226 0.091 1.439
H -3.170 0.685 3.409 0.471
H 2.267 5.912 -0.201 0.450
H 2.183 1.081 6.665 0.620
C -1.795 -3.675 -2.844 0.731
C -3.050 0.438 -2.274 -0.082
Cl -0.216 -2.997 -3.038 -0.133
C 0.646 -3.474 4.973 -1.265
C -4.334 0.851 0.413 -1.326
C 0.329 1.375 5.615 -1.156
H 2.190 0.457 5.022 -0.129
H -1.900 6.497 -0.700 0.437
H -0.644 6.503 1.720 0.513
C -0.216 5.506 1.694 -1.245
```

- Lowest unoccupied orbital energy (spin up / spin down): -2.46 / -1.60 eV
- HOMO level (spin up / spin down): -7.50 / -7.50 eV
- Kohn-Sham gap (spin up / spin down): 0.185 / 0.217 hartree
- DFT total energy: -176101.301 eV

***

Entry from the OMol25 dataset: a cluster of 2 separate species, C4H10N2O in total (ωB97M-V/def2-TZVPD).

XYZ file:
```
17
Properties=species:S:1:pos:R:3:mulliken_charge:R:1
C -0.295 -2.074 -0.473 -1.771
H -0.826 1.071 -1.297 0.261
C 1.140 -0.006 -0.124 0.909
H -1.949 2.353 0.687 0.240
N -1.528 1.622 1.265 -0.783
H -1.288 -2.325 -0.837 0.348
O 2.112 -0.801 0.383 -0.542
N -1.037 0.087 -1.162 -0.720
H -0.334 1.542 0.931 0.297
H 1.854 -1.730 0.336 0.350
C -0.055 -0.604 -0.703 0.995
H 0.836 2.051 -0.533 0.379
H -0.247 -2.330 0.590 0.418
H 2.087 1.697 0.661 0.378
H -2.079 0.789 1.088 0.266
C 1.177 1.338 0.207 -1.474
H 0.432 -2.681 -1.019 0.450
```

- Lowest unoccupied orbital energy (spin up / spin down): -0.16 / -0.16 eV
- HOMO level (spin up / spin down): -8.80 / -8.80 eV
- Kohn-Sham gap (spin up / spin down): 0.318 / 0.318 hartree
- DFT total energy: -9335.358 eV
- Structure (SMILES): [H]/N=C(/C)C(=C)O.N
- ΔE to the lowest compared entry with this formula, charge and spin: 350.18 kJ/mol

***

Entry from the OMol25 dataset: a cluster of 3 separate species, C22H19BN2O9 in total (ωB97M-V/def2-TZVPD).

XYZ file:
```
53
Properties=species:S:1:pos:R:3:mulliken_charge:R:1
O -5.083 -0.130 -5.684 -0.664
C -2.418 -2.736 -7.300 0.958
H 2.185 2.499 6.059 0.424
C -4.238 -0.906 -6.096 1.153
H -3.914 1.467 -2.486 0.354
C -2.998 -1.205 -5.414 -1.013
H -3.867 -2.943 -8.914 0.418
H -0.566 -3.039 -6.059 0.372
C -2.583 -0.971 -0.025 -0.997
H -2.812 -0.718 -4.468 0.581
H -0.278 -1.396 2.587 0.507
C 6.699 -0.149 3.604 -1.027
C 4.284 1.816 3.454 0.015
C -3.052 -0.824 1.220 0.309
C -2.138 -2.066 -5.975 0.276
O 5.929 3.533 2.654 -0.557
H 7.840 1.583 2.956 0.409
H -3.196 -1.254 3.012 0.360
C -3.669 -2.450 -7.973 -1.052
N 1.501 -0.381 2.592 -0.591
N 0.555 0.775 4.995 -0.633
H 6.864 3.760 2.630 0.320
C 2.565 2.061 5.147 -0.602
C 2.246 0.529 3.280 0.416
C -4.045 0.251 1.590 1.068
O -2.694 -1.590 2.241 -0.580
C -4.529 -1.591 -7.411 0.397
O -4.408 0.280 2.752 -0.632
H 6.833 0.899 1.714 0.292
O -1.563 -3.490 -7.727 -0.633
O -5.697 -1.261 -7.942 -0.571
C 6.854 1.141 2.784 -0.568
H -1.090 -0.407 4.720 0.373
H 6.184 0.018 4.549 0.284
C -4.495 1.164 0.561 -0.992
C 3.779 2.407 4.647 -0.609
O -0.978 -2.409 -5.436 -0.566
H -1.870 -1.737 -0.298 0.458
C -3.045 -0.066 -1.058 1.005
B 5.717 2.221 2.957 0.432
H 3.881 0.419 1.897 0.458
O -4.382 1.800 -1.696 -0.578
H 4.390 3.135 5.164 0.375
H -5.198 1.937 0.835 0.438
O -2.691 -0.115 -2.222 -0.589
C 0.345 -0.680 3.109 -0.166
C -0.126 -0.107 4.323 -0.275
H -6.103 -0.621 -7.324 0.376
H 6.149 -0.905 3.047 0.289
C 3.517 0.894 2.800 -0.349
H 7.672 -0.580 3.839 0.336
C 1.768 1.115 4.475 0.440
C -4.028 1.021 -0.688 0.350
```

- Lowest unoccupied orbital energy: -1.60 eV
- HOMO level: -9.12 eV
- Kohn-Sham gap: 0.276 hartree
- DFT total energy: -45206.921 eV
- Structure (SMILES): CCB(O)c1ccc2nccnc2c1.O=C1C=C(O)C(=O)C=C1O.O=C1C=C(O)C(=O)C=C1O
- ΔE to the lowest compared entry with this formula, charge and spin: 0.00 kJ/mol

***

Entry from the OMol25 dataset: the molecule C2H4F3N (ωB97M-V/def2-TZVPD).

XYZ file:
```
10
Properties=species:S:1:pos:R:3:mulliken_charge:R:1
C -0.973 0.157 -0.353 -1.017
N 1.482 0.170 0.222 0.065
H -1.832 -0.424 -0.028 0.316
F 1.466 0.497 -1.159 -0.191
C 0.219 -0.525 0.274 0.433
H -0.997 1.158 0.056 0.338
H 0.291 -1.573 -0.197 0.258
H -0.943 0.081 -1.507 0.296
F 1.240 1.320 0.842 -0.127
F 0.048 -0.861 1.850 -0.372
```

- Lowest unoccupied orbital energy: 0.88 eV
- HOMO level: -11.54 eV
- Kohn-Sham gap: 0.456 hartree
- DFT total energy: -11776.745 eV
- Structure (SMILES): C[C@H](F)N(F)F
- ΔE to the lowest compared entry with this formula, charge and spin: 494.35 kJ/mol

***

Entry from the OMol25 dataset: a structure of composition C12H14O2 (ωB97M-V/def2-TZVPD).

XYZ file:
```
28
Properties=species:S:1:pos:R:3:mulliken_charge:R:1
C -4.449 -0.606 1.389 -0.606
C 0.838 -0.605 0.292 -0.100
C 3.805 -0.154 1.148 -0.337
H 3.373 -0.735 2.056 0.254
H -1.053 2.689 -0.159 0.238
H 3.557 -1.826 -2.148 0.226
H -4.105 0.582 1.844 0.148
H 4.201 -2.271 0.226 0.282
O -2.563 0.635 -0.384 -0.339
H -4.076 0.570 -1.438 0.250
H 1.233 -1.534 0.908 0.136
C 1.422 0.668 0.350 0.430
C -0.629 1.659 -0.418 -0.517
O 2.792 0.742 0.481 -0.403
H -3.132 -0.957 -2.016 0.333
C 4.055 -1.215 -0.035 -0.304
C -4.299 -0.979 0.084 -0.162
C -0.420 -0.642 -0.180 -0.569
H -0.935 -1.579 0.024 0.270
C -3.513 -0.436 -0.990 -0.387
H -4.983 -1.786 -0.106 0.352
C -1.273 0.487 -0.417 0.502
H -5.374 -0.863 2.170 0.258
H 3.448 0.120 -1.739 0.188
C 0.797 1.678 -0.115 -0.525
H 1.415 2.475 -0.244 0.508
H 4.784 0.785 1.157 0.261
C 3.634 -0.970 -1.326 -0.384
```

- Lowest unoccupied orbital energy: 0.74 eV
- HOMO level: -7.83 eV
- Kohn-Sham gap: 0.315 hartree
- DFT total energy: -16756.550 eV
- ΔE to the lowest compared entry with this formula, charge and spin: 733.32 kJ/mol

***

Entry from the OMol25 dataset: the molecule C4H9NO (ωB97M-V/def2-TZVPD).

XYZ file:
```
15
Properties=species:S:1:pos:R:3:mulliken_charge:R:1
H 3.170 -0.233 -0.423 0.350
H -2.199 -0.589 1.102 0.388
H -0.301 0.909 1.506 0.333
H -0.861 0.848 -1.247 0.222
H 2.266 0.095 1.073 0.230
H 1.664 -1.853 -0.694 0.289
H -2.774 0.931 0.376 0.331
H -2.748 -0.583 -0.574 0.381
C -2.222 0.006 0.180 -1.359
C -0.802 0.320 -0.283 0.641
C 2.194 0.045 -0.016 -0.774
O -0.197 1.265 0.614 -0.566
C -0.081 -0.964 -0.617 -0.775
H 1.904 1.026 -0.385 0.282
N 1.219 -0.978 -0.441 0.029
```

- Lowest unoccupied orbital energy: 0.83 eV
- HOMO level: -7.95 eV
- Kohn-Sham gap: 0.323 hartree
- DFT total energy: -7829.206 eV
- ΔE to the lowest compared entry with this formula, charge and spin: 300.49 kJ/mol

***

Entry from the OMol25 dataset: the molecule C11H15Cl2NO2 (ωB97M-V/def2-TZVPD).

XYZ file:
```
31
Properties=species:S:1:pos:R:3:mulliken_charge:R:1
O -1.588 1.542 -0.647 -0.461
C 2.918 -0.921 0.765 -0.811
N 1.558 -0.672 0.336 -0.134
H -0.105 0.151 1.273 0.411
H 0.444 2.552 0.633 0.390
C -2.286 0.416 -0.395 0.678
H 4.946 -0.157 0.630 0.371
O 3.910 0.290 -1.112 -0.508
C -4.457 -0.464 0.251 -0.451
H -5.480 -0.280 0.538 0.422
C -1.812 -0.890 -0.484 -0.337
H -4.621 -2.601 0.359 0.422
H 3.702 1.109 0.702 0.266
H 1.443 0.757 1.854 0.380
H -0.046 0.603 -1.677 0.349
C -3.627 0.605 -0.018 0.267
H -0.787 -1.102 -0.735 0.294
C -0.246 1.511 -1.100 -0.705
C 0.894 0.471 0.954 -0.955
Cl -4.226 2.217 0.105 -0.209
C 3.941 0.127 0.289 -0.458
H 4.160 -0.545 -1.524 0.321
H 1.731 1.924 -0.409 0.348
H 3.203 -1.902 0.367 0.341
C -3.979 -1.760 0.152 -0.506
Cl -2.032 -3.556 -0.335 -0.229
H 2.939 -0.978 1.855 0.451
H 1.565 -0.556 -0.674 0.270
C 0.762 1.694 0.038 -0.481
H -0.167 2.368 -1.778 0.345
C -2.660 -1.953 -0.213 -0.081
```

- Lowest unoccupied orbital energy: 0.69 eV
- HOMO level: -8.53 eV
- Kohn-Sham gap: 0.339 hartree
- DFT total energy: -42279.791 eV
- Structure (SMILES): OCCNCCCOc1cc(Cl)ccc1Cl
- ΔE to the lowest compared entry with this formula, charge and spin: 0.52 kJ/mol